[1]
C4H8INSi | ωB97M-V with the def2-TZVPD basis set

Cartesian coordinates (Å):
C (1.892442, -1.050454, -0.976596)
C (0.000568, -0.647711, 1.594163)
C (-1.289038, -0.692688, -1.203124)
C (0.853537, 2.094721, -0.279228)
N (2.915798, -1.464355, -1.290202)
Si (0.257741, -0.346182, -0.148249)
I (1.938261, 2.690405, 1.373817)
H (-1.170090, -0.771649, 1.752721)
H (0.544928, -1.462197, 2.016958)
H (0.495870, 0.095330, 2.113596)
H (-1.377531, -1.697410, -1.224837)
H (-2.157292, -0.170612, -0.762470)
H (-1.287591, -0.167552, -2.185776)
H (0.058418, 2.802525, -0.273139)
H (1.455389, 2.237888, -1.170316)

Atoms 1-2, force components in eV/Å:
-1.79 0.56 1.24
-2.66 -1.93 0.04

Lowest unoccupied orbital energy = 0.3783 eV
HOMO = -8.71 eV
Relative energy (zero: lowest compared OMol25 entry of this formula, charge and spin) = 1.6177 eV
Maximum force = 4.8 eV/Å

How positive or negative is each atom? The Löwdin charges in e answer that: number 1, C, carries -0.280; number 2, C, carries -0.227; number 3, C, carries -0.194; number 4, C, carries -0.746; number 5, N, carries 0.054; number 6, Si, carries 0.654; number 7, I, carries 0.708; number 8, H, carries 0.107; number 9, H, carries 0.032; number 10, H, carries -0.053; number 11, H, carries -0.024; number 12, H, carries 0.044; number 13, H, carries 0.051; number 14, H, carries -0.078; number 15, H, carries -0.048

***

[2]
C35H71BrCl2O16P5 | ωB97M-V with the def2-TZVPD basis set

Cartesian coordinates (Å):
C (-5.434868, -1.266504, -3.894732)
C (-4.195220, -0.438079, -4.023820)
Cl (-2.751329, -1.354344, -4.229098)
C (-4.151276, 0.896227, -3.986505)
Cl (-5.587033, 1.834167, -3.743063)
P (-2.628020, 1.864589, -4.175512)
C (-3.109954, 3.655765, -4.142034)
O (-2.190069, 4.531026, -4.714498)
C (-0.981634, 4.569117, -4.002983)
C (0.060957, 3.839452, -4.538552)
C (1.290841, 3.767957, -3.896172)
C (2.394112, 2.937830, -4.499865)
C (1.422318, 4.462438, -2.701031)
C (0.386155, 5.222194, -2.195381)
C (-0.851587, 5.309648, -2.830009)
C (-1.912246, 6.176354, -2.163192)
C (-2.918595, 6.847982, -3.117996)
C (-2.639903, 5.477312, -1.000597)
C (-1.515569, 1.414812, -2.804451)
C (-1.987398, 1.918137, -1.428996)
C (-0.808683, 1.813180, -0.457034)
Br (-3.455139, 0.871953, -0.706360)
P (-1.807797, 1.271915, -6.145676)
O (-1.777526, 2.449297, -7.018131)
O (-0.373310, 0.668264, -5.848074)
O (-2.778728, 0.190940, -6.783879)
H (-5.215933, -2.107083, -3.238673)
H (-6.273018, -0.676241, -3.542211)
H (-5.655033, -1.650260, -4.894695)
H (-3.334687, 3.960072, -3.115995)
H (-4.040042, 3.746843, -4.704603)
H (-0.059713, 3.311500, -5.475634)
H (2.224284, 2.871064, -5.574922)
H (3.388060, 3.319991, -4.287189)
H (2.295985, 1.911703, -4.132412)
H (2.364172, 4.398994, -2.168596)
H (0.561249, 5.746496, -1.263044)
H (-1.360841, 6.987866, -1.682436)
H (-2.495269, 6.957898, -4.113429)
H (-3.193403, 7.819522, -2.712811)
H (-3.827486, 6.248650, -3.214736)
H (-1.916631, 5.075571, -0.288436)
H (-3.196530, 6.239694, -0.451091)
H (-3.360278, 4.727675, -1.328903)
H (-1.362339, 0.338011, -2.746269)
H (-0.532943, 1.860093, -2.977859)
H (-2.271353, 2.962199, -1.519951)
H (-0.584857, 0.749500, -0.354147)
H (0.067923, 2.281183, -0.908961)
H (-1.057317, 2.255345, 0.503198)
H (0.031640, 0.345324, -6.669298)
H (-2.795843, 0.323608, -7.745317)
O (2.719585, 0.189753, 1.458882)
P (3.431812, -1.110321, 1.623281)
O (4.799286, -0.526407, 2.357758)
C (4.728072, 0.311914, 3.500189)
C (4.570835, -0.492102, 4.778559)
O (4.030971, -1.403747, 0.150907)
C (3.456173, -0.808657, -1.008529)
C (4.203863, 0.448583, -1.405050)
O (3.831699, -2.621795, 2.081908)
C (3.165782, -3.309849, 3.153670)
C (1.686161, -3.003292, 3.231924)
H (3.912459, 1.032568, 3.402463)
H (5.660574, 0.876588, 3.536833)
H (3.586478, -0.969290, 4.820213)
H (4.667465, 0.150343, 5.655148)
H (5.324533, -1.278255, 4.832929)
H (2.394856, -0.604505, -0.856510)
H (3.523733, -1.549240, -1.808160)
H (4.302922, 1.128636, -0.559259)
H (3.688693, 0.966847, -2.217151)
H (5.212758, 0.200308, -1.736142)
H (3.665369, -3.079902, 4.096881)
H (3.310784, -4.374732, 2.972822)
H (1.510040, -1.941005, 3.442875)
H (1.216275, -3.581249, 4.026684)
H (1.192927, -3.243043, 2.287578)
O (0.903204, -6.068112, -3.733343)
P (0.329164, -6.314895, -2.399327)
O (-0.378776, -4.946347, -1.882130)
C (-1.231803, -4.205296, -2.737791)
C (-2.643361, -4.766738, -2.749137)
O (1.578106, -6.349591, -1.388547)
C (2.926986, -6.409671, -1.860415)
C (3.520282, -5.020196, -1.952818)
O (-0.475860, -7.381172, -1.513080)
C (-1.527844, -8.206801, -2.052260)
C (-1.279805, -8.652085, -3.477654)
H (-0.826556, -4.164729, -3.753855)
H (-1.245450, -3.184542, -2.348947)
H (-2.670567, -5.739634, -3.246331)
H (-3.324363, -4.102123, -3.282366)
H (-3.009024, -4.903163, -1.730932)
H (2.986888, -6.924873, -2.818672)
H (3.481736, -7.012284, -1.140748)
H (2.874331, -4.353148, -2.524918)
H (4.504135, -5.043537, -2.422758)
H (3.619867, -4.588313, -0.954919)
H (-2.480700, -7.678480, -1.965860)
H (-1.593022, -9.078081, -1.402233)
H (-1.237607, -7.799669, -4.162662)
H (-2.080304, -9.310502, -3.813206)
H (-0.332009, -9.186000, -3.556482)
O (-0.452070, 0.471415, 6.162203)
P (0.052663, 1.626396, 6.927564)
O (-1.168929, 2.636770, 7.224781)
C (-2.410987, 2.142999, 7.726947)
C (-2.381910, 1.961664, 9.232205)
O (0.884967, 2.508668, 5.859792)
C (1.193586, 2.001915, 4.566237)
C (0.183745, 2.462384, 3.539509)
O (1.056578, 2.049550, 8.105796)
C (1.229531, 1.263089, 9.301181)
C (1.154106, -0.229807, 9.061845)
H (-2.680214, 1.207126, 7.231889)
H (-3.165640, 2.882432, 7.459591)
H (-1.719333, 1.138230, 9.513266)
H (-3.377466, 1.733424, 9.613277)
H (-2.016244, 2.864907, 9.721248)
H (1.267426, 0.914265, 4.583112)
H (2.178456, 2.385347, 4.294316)
H (-0.839251, 2.258681, 3.858803)
H (0.363780, 1.962553, 2.585322)
H (0.257418, 3.541924, 3.392281)
H (0.497639, 1.577997, 10.048583)
H (2.211352, 1.521845, 9.695455)
H (0.168125, -0.526991, 8.692021)
H (1.339976, -0.771576, 9.988628)
H (1.892644, -0.540222, 8.320895)

Atoms 1-2, force components in eV/Å:
0.52 0.12 -0.29
-0.46 0.06 0.17

Total charge = +1
Lowest unoccupied orbital energy = -3.1513 eV
HOMO = -11.27 eV
Maximum force = 7.7 eV/Å

Löwdin atomic charge list, values in e, 99 entries: number 1, C, carries -0.083; number 2, C, carries -0.765; number 3, Cl, carries 0.820; number 4, C, carries -0.847; number 5, Cl, carries 0.740; number 6, P, carries 1.046; number 7, C, carries -0.294; number 8, O, carries -0.084; number 9, C, carries -0.225; number 10, C, carries -0.003; number 11, C, carries -0.262; number 12, C, carries -0.029; number 13, C, carries -0.030; number 14, C, carries -0.014; number 15, C, carries -0.122; number 16, C, carries -0.344; number 17, C, carries -0.044; number 18, C, carries -0.056; number 19, C, carries -0.335; number 20, C, carries -0.773; number 21, C, carries -0.126; number 22, Br, carries 0.779; number 23, P, carries 0.346; number 24, O, carries -0.262; number 25, O, carries -0.131; number 26, O, carries -0.165; number 27, H, carries 0.083; number 28, H, carries 0.061; number 29, H, carries 0.106; number 30, H, carries 0.082; number 31, H, carries 0.097; number 32, H, carries 0.100; number 33, H, carries 0.081; number 34, H, carries 0.088; number 35, H, carries 0.073; number 36, H, carries 0.122; number 37, H, carries 0.128; number 38, H, carries 0.135; number 39, H, carries 0.085; number 40, H, carries 0.087; number 41, H, carries 0.075; number 42, H, carries 0.084; number 43, H, carries 0.093; number 44, H, carries 0.059; number 45, H, carries 0.066; number 46, H, carries 0.086; number 47, H, carries 0.039; number 48, H, carries 0.082; number 49, H, carries 0.080; number 50, H, carries 0.074; number 51, H, carries 0.116; number 52, H, carries 0.113; number 53, O, carries -0.234; number 54, P, carries 0.567; number 55, O, carries -0.210; number 56, C, carries -0.289; number 57, C, carries -0.074; number 58, O, carries -0.193; number 59, C, carries -0.289; number 60, C, carries -0.062; number 61, O, carries -0.176; number 62, C, carries -0.263; number 63, C, carries -0.078; number 64, H, carries 0.085; number 65, H, carries 0.120; number 66, H, carries 0.057; number 67, H, carries 0.079; number 68, H, carries 0.083; number 69, H, carries 0.096; number 70, H, carries 0.111; number 71, H, carries 0.077; number 72, H, carries 0.055; number 73, H, carries 0.082; number 74, H, carries 0.101; number 75, H, carries 0.123; number 76, H, carries 0.066; number 77, H, carries 0.088; number 78, H, carries 0.085; number 79, O, carries -0.219; number 80, P, carries 0.469; number 81, O, carries -0.182; number 82, C, carries -0.311; number 83, C, carries -0.072; number 84, O, carries -0.194; number 85, C, carries -0.274; number 86, C, carries -0.071; number 87, O, carries -0.161; number 88, C, carries -0.257; number 89, C, carries -0.085; number 90, H, carries 0.108; number 91, H, carries 0.095; number 92, H, carries 0.067; number 93, H, carries 0.041; number 94, H, carries 0.089; number 95, H, carries 0.107; number 96, H, carries 0.119; number 97, H, carries 0.070; number 98, H, carries 0.081; number 99, H, carries 0.073

***

[3]
C3H2N2O2 | ωB97M-V with the def2-TZVPD basis set

Cartesian coordinates (Å):
C (0.070416, 1.018498, 1.053580)
C (-0.102957, -0.556827, -1.139795)
C (0.087840, -1.062405, 0.092214)
H (-0.366492, -1.100267, -2.017529)
H (0.156415, -2.050201, 0.357996)
N (0.089286, 1.568114, -0.226310)
N (-0.104700, 0.853498, -1.339314)
O (-0.078103, 1.642625, 2.065710)
O (0.248295, -0.313034, 1.153448)

Atoms 1-2, force components in eV/Å:
-0.20 0.91 0.77
-0.71 1.80 0.08

Lowest unoccupied orbital energy = -1.3986 eV
HOMO = -10.32 eV
SMILES string = O=c1nncco1
Relative energy (zero: lowest compared OMol25 entry of this formula, charge and spin) = 2.2817 eV
Maximum force = 4.5 eV/Å

How positive or negative is each atom? The Löwdin charges in e answer that: number 1, C, carries -0.539; number 2, C, carries -0.075; number 3, C, carries -0.079; number 4, H, carries 0.097; number 5, H, carries 0.112; number 6, N, carries 0.114; number 7, N, carries 0.093; number 8, O, carries 0.144; number 9, O, carries 0.132

***

[4]
C25H20BF9N3O8S2 | ωB97M-V with the def2-TZVPD basis set

Cartesian coordinates (Å):
C (-3.260152, 3.135318, 0.256533)
C (-2.027992, 2.463363, -0.200088)
C (-1.773711, 2.049288, -1.517605)
C (-0.552753, 1.455230, -1.706554)
C (0.296172, 1.259764, -0.500264)
B (-2.113953, -2.891169, 0.900993)
C (1.670559, 1.962590, -0.633860)
C (2.060214, 3.017776, 0.184018)
C (3.356313, 3.514040, 0.115247)
C (3.771598, 4.619471, 1.053970)
F (3.548361, 5.862521, 0.514328)
F (3.070883, 4.565530, 2.229460)
F (5.098566, 4.552473, 1.370102)
C (4.272463, 3.018225, -0.805233)
C (3.844577, 2.034098, -1.680042)
C (4.784658, 1.442661, -2.696380)
F (4.925177, 0.091751, -2.503108)
F (4.310069, 1.606997, -3.974478)
F (6.031060, 1.988478, -2.653856)
C (2.538244, 1.548483, -1.637768)
O (-3.174121, -2.531003, 1.676861)
C (-4.305389, -1.946586, 0.987987)
C (-4.545864, -2.569305, -0.414228)
C (-5.319074, -3.875566, -0.260195)
C (-5.373441, -1.580168, -1.218599)
C (-3.219542, -2.857000, -1.172491)
O (-2.216370, -3.476722, -0.322997)
S (-0.687830, 2.197394, 0.798083)
H (-3.942599, 3.251238, -0.590725)
H (-3.775924, 2.549357, 1.028394)
H (-3.022598, 4.121876, 0.671251)
H (-2.510632, 2.224738, -2.305901)
H (-0.188219, 1.077903, -2.660298)
H (1.369759, 3.476252, 0.893820)
H (5.284464, 3.397203, -0.840155)
H (2.200945, 0.854687, -2.406367)
H (-5.173058, -2.105843, 1.640171)
H (-4.114027, -0.861694, 0.912050)
H (-5.510767, -4.308730, -1.251402)
H (-4.735257, -4.588504, 0.338322)
H (-6.276195, -3.678522, 0.239522)
H (-5.579685, -1.966233, -2.222530)
H (-6.324535, -1.385858, -0.710483)
H (-4.833700, -0.630454, -1.315122)
H (-3.389244, -3.556805, -1.999429)
H (-2.793842, -1.921771, -1.577857)
O (3.781866, -0.548579, 0.946007)
S (3.164597, 0.421273, 1.845253)
O (2.063119, -0.047109, 2.683243)
C (4.628628, 0.918797, 3.068171)
F (5.011248, -0.163249, 3.760398)
F (5.663505, 1.383645, 2.342807)
F (4.210926, 1.877450, 3.913997)
C (0.419368, -0.207799, -0.211722)
C (-0.630715, -0.598287, 0.526869)
C (-0.669474, -1.957379, 1.158528)
N (-0.455379, -1.888727, 2.592848)
O (-1.017134, -1.206516, 3.423446)
O (0.400464, -2.921307, 2.957934)
N (1.012500, -3.446432, 1.839676)
C (0.497990, -2.799069, 0.802851)
C (1.304305, -2.467762, -0.363976)
N (2.106055, -3.425036, -1.078164)
O (1.976768, -4.642583, -0.868070)
O (2.888399, -2.960123, -1.940956)
C (1.353025, -1.121979, -0.742129)
H (-1.493224, 0.020384, 0.794906)
H (2.089522, -0.826356, -1.485002)

Atoms 1-2, force components in eV/Å:
-0.13 0.16 0.22
-0.02 -0.54 -1.25

Total charge = -1
Lowest unoccupied orbital energy = 0.2816 eV
HOMO = -3.12 eV
Relative energy (zero: lowest compared OMol25 entry of this formula, charge and spin) = 4.0477 eV
Maximum force = 3.7 eV/Å

How positive or negative is each atom? The Löwdin charges in e answer that: number 1, C, carries -0.127; number 2, C, carries -0.618; number 3, C, carries -0.148; number 4, C, carries -0.106; number 5, C, carries -0.485; number 6, B, carries -0.473; number 7, C, carries -0.169; number 8, C, carries -0.014; number 9, C, carries -0.111; number 10, C, carries -0.508; number 11, F, carries 0.108; number 12, F, carries 0.116; number 13, F, carries 0.118; number 14, C, carries 0.063; number 15, C, carries -0.088; number 16, C, carries -0.508; number 17, F, carries 0.127; number 18, F, carries 0.108; number 19, F, carries 0.118; number 20, C, carries 0.033; number 21, O, carries 0.109; number 22, C, carries -0.081; number 23, C, carries -0.517; number 24, C, carries -0.039; number 25, C, carries -0.046; number 26, C, carries -0.074; number 27, O, carries 0.119; number 28, S, carries 1.108; number 29, H, carries 0.075; number 30, H, carries 0.071; number 31, H, carries 0.074; number 32, H, carries 0.109; number 33, H, carries 0.104; number 34, H, carries 0.082; number 35, H, carries 0.134; number 36, H, carries 0.131; number 37, H, carries 0.138; number 38, H, carries 0.137; number 39, H, carries 0.091; number 40, H, carries 0.099; number 41, H, carries 0.089; number 42, H, carries 0.094; number 43, H, carries 0.093; number 44, H, carries 0.088; number 45, H, carries 0.140; number 46, H, carries 0.144; number 47, O, carries -0.465; number 48, S, carries 0.705; number 49, O, carries -0.483; number 50, C, carries -0.701; number 51, F, carries 0.081; number 52, F, carries 0.077; number 53, F, carries 0.078; number 54, C, carries -0.205; number 55, C, carries -0.025; number 56, C, carries -0.151; number 57, N, carries -0.101; number 58, O, carries 0.185; number 59, O, carries 0.078; number 60, N, carries 0.191; number 61, C, carries -0.127; number 62, C, carries -0.070; number 63, N, carries -0.324; number 64, O, carries 0.044; number 65, O, carries 0.030; number 66, C, carries 0.089; number 67, H, carries 0.075; number 68, H, carries 0.111